Computed, not measured: C21H29N3O4S in the gas phase, with ωB97M-V/def2-TZVPD.

ORCA input file:
```
! RIJCOSX wB97M-V def2-TZVPD def2/J DEFGRID3
* xyz 0 1
C -2.6253 -3.1354 5.2496
C -2.0082 -2.2858 4.1446
C -2.2290 -2.8668 2.7551
O -3.6210 -2.9277 2.4329
C -1.5874 -2.0145 1.6611
C -1.8457 -2.5884 0.2644
C -0.0845 -1.9486 1.8764
O 0.5541 -2.9110 2.2789
N 0.5407 -0.7837 1.5718
C 2.0014 -0.6984 1.6449
C 2.3046 0.7089 1.1356
C 1.1440 0.9919 0.1656
N 1.2954 0.1579 -1.0260
C 2.3535 0.1923 -1.8723
O 3.3690 0.8406 -1.7069
C 2.1272 -0.6545 -3.1267
N 1.2010 0.0271 -4.0139
C 1.6909 1.0560 -4.9050
S 0.2502 1.5969 -5.8816
C -0.9217 0.8412 -4.7298
C -0.1354 -0.0698 -3.8130
O -0.6475 -0.7748 -2.9579
C 0.9100 2.4589 -0.1741
C 0.8144 3.4042 0.8455
C 0.5469 4.7344 0.5640
C 0.3601 5.1481 -0.7476
C 0.4372 4.2155 -1.7687
C 0.7050 2.8839 -1.4811
C -0.0388 0.3947 0.9439
H -2.3905 -2.7284 6.2334
H -3.7147 -3.1754 5.1783
H -2.2424 -4.1577 5.2139
H -2.4297 -1.2754 4.1680
H -0.9333 -2.2027 4.3148
H -1.7906 -3.8701 2.7111
H -4.0541 -3.5011 3.0713
H -2.0304 -1.0179 1.7343
H -1.3850 -1.9827 -0.5198
H -1.4276 -3.5942 0.1968
H -2.9144 -2.6426 0.0716
H 2.3461 -0.8657 2.6651
H 2.4454 -1.4740 1.0182
H 2.2732 1.4278 1.9538
H 3.2701 0.7897 0.6465
H 0.4968 -0.3837 -1.3330
H 3.0824 -0.7840 -3.6315
H 1.7024 -1.6265 -2.8775
H 2.1298 1.8847 -4.3441
H 2.4453 0.6478 -5.5774
H -1.4330 1.5812 -4.1137
H -1.6683 0.2562 -5.2617
H 0.9517 3.1067 1.8778
H 0.4828 5.4502 1.3732
H 0.1527 6.1865 -0.9692
H 0.2878 4.5208 -2.7970
H 0.7512 2.1709 -2.2920
H -0.8676 0.1462 0.2798
H -0.3973 1.1203 1.6792
*
```

The SMILES is CC[C@@H](O)[C@H](C)C(=O)N1CC[C@](NC(=O)CN2CSCC2=O)(c2ccccc2)C1. For the HOMO-LUMO gap, the calculation gives 9.8 eV. For the energy relative to the best compared isomer or geometry (same formula, charge and spin), the calculation gives 1.92 kcal/mol. The largest force on an atom is 0.3 eV/Å. As for the highest occupied orbital energy: -9.2111 eV.

Computed, not measured: a molecular structure, C21H29N4O4W, with ωB97M-V/def2-TZVPD.

ORCA input file:
```
! RIJCOSX wB97M-V def2-TZVPD def2/J DEFGRID3
* xyz 3 1
W 0.0615 1.2479 -0.0347
N 1.8740 1.9073 -1.1436
C 1.5178 3.0572 -2.0259
C 0.9821 4.1319 -1.1111
N -0.0252 3.5235 -0.1585
C -1.4207 4.0051 -0.4076
C -1.9464 3.2346 -1.5880
N -1.6954 1.7921 -1.2715
H 2.6692 2.1634 -0.5598
H 2.1881 1.1068 -1.6969
H 0.7738 2.7182 -2.7494
H 2.3905 3.3976 -2.5835
H 0.5184 4.9419 -1.6720
H 1.7881 4.5616 -0.5158
H 0.2377 3.8552 0.7652
H -1.4243 5.0814 -0.5795
H -2.0132 3.8044 0.4875
H -1.4204 3.4865 -2.5079
H -3.0095 3.4051 -1.7493
H -1.7093 1.2348 -2.1296
H -2.4879 1.4352 -0.7295
O 0.2869 -0.3887 -1.2780
C -0.6830 -1.0432 -0.7119
O -1.1965 -0.3347 0.2591
C -1.1325 -2.3406 -1.0853
C -0.5144 -3.0030 -2.1607
C -0.9554 -4.2572 -2.5229
C -1.9986 -4.8192 -1.8018
C -2.6260 -4.1909 -0.7373
C -2.1886 -2.9355 -0.3723
N -2.4720 -6.1824 -2.1938
O -3.3951 -6.6272 -1.5583
O -1.8853 -6.7041 -3.1095
H 0.2983 -2.5333 -2.6985
H -0.5192 -4.8106 -3.3427
H -3.4342 -4.6940 -0.2251
H -2.6549 -2.4143 0.4531
C 1.4152 1.0980 3.8524
C 0.4938 0.4853 2.7803
C -0.7059 -0.1883 3.4616
C 0.0214 1.5492 1.8419
C 1.2652 -0.4325 1.8291
C 1.0358 -1.8081 1.7063
C 1.8247 -2.5702 0.8684
C 2.8650 -1.9918 0.1223
C 3.1108 -0.6447 0.2299
C 2.3039 0.1454 1.0717
H 0.8364 1.7511 4.5058
H 2.2381 1.6734 3.4281
H 1.8418 0.3008 4.4617
H -1.2642 0.5443 4.0435
H -0.3395 -0.9448 4.1568
H -1.3823 -0.6576 2.7496
H -0.3573 2.4824 2.2741
H 0.2575 -2.2818 2.2892
H 1.6593 -3.6387 0.8055
H 3.4965 -2.6164 -0.4956
H 3.9634 -0.2084 -0.2781
H 2.6419 1.1405 1.3428
*
```

For the HOMO-LUMO gap, the calculation gives 5.8 eV. The largest force on an atom is 0.5 eV/Å. As for the highest occupied orbital energy: -17.8808 eV.

Computed, not measured: C21H29N5O2 in the gas phase, with ωB97M-V/def2-TZVPD.

ORCA input file:
```
! RIJCOSX wB97M-V def2-TZVPD def2/J DEFGRID3
* xyz 0 1
C -8.6550 5.0329 0.1010
C -7.6593 3.9629 0.4703
C -6.6417 4.0110 1.4354
N -5.9698 2.8878 1.5509
N -6.5715 2.0524 0.7017
C -6.0548 0.7013 0.5391
C -4.7828 0.6966 -0.3371
C -4.1679 -0.7063 -0.5064
N -3.0461 -0.7491 -1.4411
C -1.8897 -0.1439 -1.1735
O -1.6440 0.9451 -1.6721
C -0.9849 -0.7608 -0.1005
C 0.4976 -0.3052 -0.1478
C 1.2558 -0.6941 -1.4315
C 2.5153 -1.4119 -0.9450
N 2.7039 -0.9509 0.4239
C 3.6379 -1.7666 1.2076
C 5.0843 -1.6480 0.7278
C 5.6393 -0.3962 0.4528
C 6.9601 -0.2927 0.0267
C 7.7533 -1.4390 -0.1174
C 9.1819 -1.2943 -0.5856
N 10.0250 -2.2697 -0.2905
O 9.5805 -0.3194 -1.2075
C 7.1889 -2.6953 0.1617
C 5.8657 -2.7960 0.5856
C 1.3526 -0.9274 0.9622
C -7.6019 2.6519 0.0273
H -9.6149 4.6086 -0.1943
H -8.8646 5.6936 0.9425
H -8.2983 5.6523 -0.7222
H -6.3905 4.8739 2.0355
H -5.8502 0.2959 1.5321
H -6.8389 0.0774 0.1084
H -5.0129 1.1172 -1.3182
H -4.0382 1.3638 0.1042
H -3.8897 -1.1202 0.4667
H -4.9354 -1.3919 -0.8715
H -3.3483 -0.4409 -2.3523
H -1.4100 -0.4878 0.8645
H -1.0466 -1.8464 -0.1738
H 0.5299 0.7811 -0.0282
H 0.6742 -1.3382 -2.0908
H 1.5209 0.1950 -2.0055
H 2.4351 -2.4988 -1.0184
H 3.3968 -1.1507 -1.5345
H 3.6155 -1.4390 2.2486
H 3.3230 -2.8121 1.2027
H 5.0331 0.4933 0.5566
H 7.3634 0.6874 -0.1941
H 9.7574 -2.9860 0.3573
H 10.9713 -2.1516 -0.6068
H 7.7574 -3.6056 0.0380
H 5.4467 -3.7697 0.7937
H 1.3129 -0.3605 1.8943
H 1.0144 -1.9261 1.2492
H -8.1865 2.1110 -0.7016
*
```

The SMILES is Cc1cnn(CCCNC(=O)C[C@@H]2CCN(Cc3ccc(C(N)=O)cc3)C2)c1. For the HOMO-LUMO gap, the calculation gives 9.5 eV. For the energy relative to the best compared isomer or geometry (same formula, charge and spin), the calculation gives 50.27 kcal/mol. The largest force on an atom is 3.7 eV/Å. As for the highest occupied orbital energy: -8.7909 eV.

highest occupied orbital energy of number 2 (C21H29N4O4W)? -17.8808 eV

Among the records above, which one has the lowest highest occupied orbital energy? C21H29N4O4W

What is the highest occupied orbital energy in the third record? -8.7909 eV

highest occupied orbital energy of number 2 (C21H29N4O4W)? -17.8808 eV